Formula: C44H63N3O3S2SbSi3Ti
Source: the Open Molecules 2025 dataset
Level of theory: the ωB97M-V functional and the def2-TZVPD basis

Positions of all 120 atoms, in Å:
Ti: -0.04284 -0.24501 -0.54786
C: -2.76644 0.33779 1.28834
C: -2.56734 -1.12391 1.06344
C: -3.57594 -1.97481 1.49774
C: -3.42014 -3.34381 1.39324
C: -2.19814 -3.79671 0.93434
C: -1.22834 -2.89821 0.51404
N: -1.41904 -1.56761 0.50254
Sb: 0.57576 -3.95051 -0.11736
C: 1.60346 -2.44191 -1.28256
C: 2.53776 -3.08291 -2.07956
C: 3.67036 -2.42141 -2.51946
C: 3.87156 -1.15111 -1.99876
C: 2.90456 -0.52991 -1.23036
C: 3.25896 0.80909 -0.65396
N: 1.70626 -1.12741 -0.93136
C: 1.92446 -3.52771 1.55644
C: 2.44096 -4.56951 2.31384
C: 3.40306 -4.26701 3.26504
C: 3.80266 -2.95011 3.41464
C: 3.20946 -1.97031 2.62394
C: 3.60216 -0.53371 2.78934
N: 2.28566 -2.26621 1.70904
H: -2.69174 0.53939 2.35834
H: -2.02804 0.90999 0.72344
H: -3.76904 0.63389 0.98254
H: -4.48074 -1.55661 1.90964
H: -4.20694 -4.02291 1.67574
H: -1.99574 -4.85711 0.87054
H: 2.36906 -4.12061 -2.33496
H: 4.38376 -2.88701 -3.17706
H: 4.80326 -0.64281 -2.18856
H: 4.05176 1.26739 -1.24176
H: 2.40446 1.47909 -0.65456
H: 3.62876 0.68249 0.36284
H: 2.10846 -5.58581 2.15394
H: 3.82736 -5.03941 3.88664
H: 4.56856 -2.68301 4.12704
H: 3.73236 -0.29701 3.84354
H: 4.56236 -0.36761 2.29784
H: 2.84306 0.11669 2.35964
C: -3.07534 2.98989 -0.63556
O: -2.07484 2.06279 -0.98926
Si: -1.50414 1.90849 -2.55746
C: -0.30924 3.38419 -2.83496
C: -2.96574 2.25809 -3.72986
C: -0.74554 0.15039 -2.54476
Si: -2.12394 -1.13411 -2.97276
C: -2.81874 -1.15411 -4.75346
C: -3.67054 -0.88571 -1.85666
C: -1.57364 -2.95851 -2.72626
Si: 0.49806 0.20089 -4.03096
C: -0.19344 1.02959 -5.60606
C: 1.04246 -1.50751 -4.68706
C: 2.06026 1.23879 -3.65106
H: -4.06314 2.57709 -0.85406
H: -2.96734 3.92409 -1.18606
H: -3.01224 3.19289 0.43494
H: -0.82544 4.32609 -2.66466
H: 0.06976 3.42449 -3.84776
H: 0.54896 3.36199 -2.17116
H: -3.28164 3.29559 -3.65576
H: -3.83224 1.64469 -3.51066
H: -2.69294 2.08759 -4.76266
H: -3.22384 -0.19371 -5.04966
H: -3.62594 -1.87981 -4.82376
H: -2.06794 -1.44221 -5.48056
H: -4.54874 -0.68781 -2.46206
H: -3.55114 -0.04621 -1.18136
H: -3.89504 -1.77201 -1.27026
H: -0.56424 -3.14341 -3.08106
H: -2.23684 -3.60471 -3.29206
H: -1.65484 -3.25341 -1.68366
H: -1.08984 0.55459 -5.98206
H: 0.55336 0.95969 -6.39156
H: -0.41184 2.08029 -5.46226
H: 1.32446 -2.21551 -3.91946
H: 1.90106 -1.37691 -5.33826
H: 0.25766 -1.95871 -5.28286
H: 2.20756 1.97779 -4.42946
H: 2.95396 0.62889 -3.62626
H: 1.97786 1.77189 -2.71376
O: 0.32876 1.52269 0.03764
S: 1.07396 2.01559 1.28074
C: -0.19824 2.70509 2.39514
C: 0.41886 2.84979 3.78564
C: -0.08424 1.81339 4.79314
C: 0.64146 0.47439 4.78174
S: 0.54526 -0.76451 3.38914
O: 0.16306 -0.07041 2.10514
C: -0.92684 -1.69561 3.89744
C: -2.07484 -1.15491 4.45114
C: -3.11354 -1.99381 4.82154
C: -3.00484 -3.36511 4.64864
C: -1.85814 -3.90211 4.08634
C: -0.82214 -3.06601 3.70794
C: 1.70086 3.61179 0.71244
C: 0.85906 4.49629 0.05734
C: 1.35826 5.71179 -0.37536
C: 2.68356 6.04449 -0.14296
C: 3.52136 5.15459 0.50974
C: 3.03636 3.92379 0.92254
H: -1.01714 1.99369 2.39754
H: -0.53634 3.65419 1.98894
H: 0.18626 3.84509 4.16414
H: 1.50896 2.78869 3.71864
H: -1.15924 1.69179 4.66904
H: 0.07386 2.21649 5.79634
H: 0.33166 -0.10651 5.64814
H: 1.71376 0.65299 4.87824
H: -2.17614 -0.09371 4.61384
H: -4.00454 -1.57051 5.25914
H: -3.81144 -4.01561 4.95124
H: -1.75824 -4.96591 3.93934
H: 0.07536 -3.47051 3.26164
H: -0.17324 4.22889 -0.11776
H: 0.71226 6.40929 -0.88206
H: 3.05926 7.00259 -0.46476
H: 4.54806 5.41699 0.70754
H: 3.69436 3.21859 1.40994

Force components x, y, z for each atom (eV/Å):
Ti -1.93 0.40 -0.37
C 0.22 -0.12 -0.26
C -0.20 0.24 0.20
C 0.14 -0.51 -0.08
C 0.09 0.59 -0.08
C 0.21 -0.01 -0.29
C 0.45 -0.69 -0.07
N -0.63 -0.27 0.27
Sb -0.27 0.22 0.05
C -0.02 -0.18 0.47
C -0.16 -0.12 0.01
C -0.20 0.58 0.58
C 0.20 -0.75 -0.34
C -0.35 0.19 0.32
C -0.24 -0.01 -0.27
N 2.70 -0.96 -0.78
C -0.38 -0.32 -0.54
C -0.09 -0.03 -0.12
C -0.02 0.14 0.09
C -0.11 -0.14 -0.15
C 0.27 -0.21 0.12
C 0.06 -0.19 0.03
N 0.43 0.33 -0.04
H 0.14 0.02 0.01
H -0.34 0.17 0.30
H 0.03 0.06 -0.11
H -0.06 0.13 -0.01
H -0.10 -0.12 0.09
H 0.00 -0.08 0.01
H 0.03 -0.04 -0.09
H 0.16 -0.09 -0.07
H 0.01 0.19 -0.05
H -0.05 0.02 0.00
H 0.29 -0.04 -0.12
H -0.07 -0.04 0.07
H 0.01 -0.06 0.02
H 0.08 -0.12 0.03
H 0.03 0.03 0.10
H 0.06 0.07 0.07
H 0.00 0.16 -0.03
H 0.10 0.06 -0.08
C -0.18 -0.07 -0.09
O 0.02 -0.06 -0.17
Si -0.02 0.44 -0.25
C -0.19 -0.83 0.15
C 0.51 -0.37 0.49
C -0.13 0.02 -0.63
Si -0.64 -0.47 -0.19
C 0.49 0.28 0.53
C 0.53 0.01 -0.36
C 0.04 0.74 0.07
Si 0.20 -0.06 -0.60
C -0.07 -0.22 0.67
C -0.23 0.47 0.50
C -0.49 -0.38 0.04
H -0.09 0.09 0.03
H -0.02 0.17 0.05
H 0.01 0.06 0.03
H -0.27 0.08 0.08
H 0.07 -0.01 -0.28
H 0.09 -0.07 0.05
H 0.07 0.20 0.12
H -0.20 -0.20 0.06
H 0.10 -0.06 -0.27
H -0.06 0.20 -0.08
H -0.08 -0.15 0.20
H 0.16 -0.06 -0.18
H -0.13 0.07 -0.23
H -0.01 0.18 0.12
H 0.05 -0.18 0.07
H 0.18 -0.05 -0.07
H -0.20 -0.06 -0.14
H -0.04 -0.07 -0.10
H -0.24 -0.13 -0.06
H 0.27 -0.05 -0.06
H -0.04 0.26 -0.02
H -0.03 -0.07 0.04
H 0.19 0.14 -0.16
H -0.23 -0.09 -0.13
H -0.08 0.18 -0.22
H 0.18 -0.15 -0.02
H 0.04 0.17 0.17
O -0.11 0.25 -0.11
S 0.58 2.23 0.98
C 0.07 -0.28 -0.19
C -0.07 -0.01 0.10
C 0.03 0.07 -0.34
C 0.07 -0.31 -0.27
S -1.19 0.10 1.26
O -0.06 0.03 -0.16
C 0.60 -0.01 -0.13
C -0.23 0.13 0.13
C 0.05 0.14 0.06
C 0.12 -0.14 0.00
C -0.03 0.08 0.16
C 0.13 0.09 0.08
C 0.06 -0.41 0.02
C -0.09 0.10 0.03
C -0.10 -0.06 0.05
C 0.08 -0.05 0.09
C -0.01 0.02 0.00
C -0.04 -0.16 0.13
H 0.02 -0.02 -0.09
H 0.04 -0.05 -0.08
H 0.06 -0.01 -0.03
H 0.10 0.14 0.10
H -0.07 0.01 0.07
H -0.04 -0.06 0.00
H 0.07 -0.20 0.04
H 0.04 -0.03 -0.04
H 0.03 0.10 0.02
H -0.09 0.03 0.06
H -0.08 -0.04 0.05
H -0.04 -0.15 0.03
H 0.07 -0.08 0.09
H -0.09 0.02 -0.06
H -0.12 0.07 -0.10
H 0.06 0.10 -0.04
H 0.13 0.02 -0.03
H 0.06 -0.08 0.09

HOMO energy (spin up / spin down) (eV): -13.02 / -13.40
Charge: +2
Frontier orbital gap (spin up / spin down) (eV): 7.437 / 7.897
Maximum force (hartree/bohr): 0.05769
Total energy (a.u.): -4858.6212
Lowest unoccupied orbital energy (spin up / spin down) (eV): -5.58 / -5.50
Spin multiplicity: 2